Molecular formula: C2H5OP
Method: DFT, wB97M-V/def2-TZVPD

XYZ file:
```
9
Properties=species:S:1:pos:R:3:nbo_charge:R:1
C -1.06211 0.03712 0.14484 -0.11
C 0.13761 -0.36563 -0.49812 -0.22
O -0.63688 -1.26498 0.27161 -0.49
P 1.84940 -0.09500 0.09926 0.32
H -1.29913 0.71768 1.05936 0.18
H -1.95321 0.08931 -0.42122 0.17
H -0.09580 -0.53445 -1.61346 0.20
H 1.17122 0.14566 1.28630 -0.02
H 1.88892 1.27029 -0.32857 -0.02
```

E_LUMO in eV: 1.1
Highest occupied orbital energy in eV: -9.943
SMILES string: P[C@@H]1CO1
Total charge: 0
DFT total energy in Eh: -495.69609

---

Molecular formula: C2H6N4O
Method: DFT, wB97M-V/def2-TZVPD

XYZ file:
```
13
Properties=species:S:1:pos:R:3:nbo_charge:R:1
C 0.28166 -1.15370 -0.50982 0.17
C -0.72079 1.04899 -0.02486 0.27
H 1.45845 0.81785 0.02201 0.41
H 2.84002 0.08120 1.24342 0.38
H -0.16313 -1.85816 -1.45696 0.19
H -2.30481 -0.70231 -0.44765 0.45
H -1.67384 1.58799 0.28814 0.16
H -0.13399 2.77974 -0.01870 0.38
N 1.76587 0.01642 0.79535 -0.76
N 1.53978 -0.88992 -0.44699 -0.26
N -0.75794 -0.31604 0.21140 -0.19
N 0.13181 1.76053 -0.54343 -0.71
O -2.01806 -0.75937 0.43294 -0.50
```

E_LUMO in eV: 0.5
Highest occupied orbital energy in eV: -9.112
SMILES string: [H]/N=C/N(O)/C=N\N
Total charge: 0
DFT total energy in Eh: -373.82604

---

Molecular formula: C5H13NO
Method: DFT, wB97M-V/def2-TZVPD

XYZ file:
```
20
Properties=species:S:1:pos:R:3:nbo_charge:R:1
C -0.90407 -0.38578 0.39538 -0.18
C 0.36386 0.27349 0.86038 -0.24
C 0.30797 0.95020 2.20511 -0.61
C 1.64149 -0.65807 0.77960 -0.61
N -0.85030 -0.69434 -1.08571 -0.69
C -0.53693 -0.26677 -2.42841 0.09
O -0.51132 1.16442 -2.65963 -0.73
H -1.75300 0.28397 0.58462 0.18
H -1.01325 -1.36754 0.84757 0.20
H 0.65618 1.01930 0.09903 0.20
H 1.23050 1.40591 2.57743 0.22
H -0.56045 1.62655 2.23797 0.21
H -0.01660 0.20238 2.95763 0.19
H 1.69354 -1.20819 1.72196 0.20
H 1.50414 -1.30087 -0.10783 0.22
H 2.57048 -0.09759 0.60913 0.21
H -1.73674 -1.17788 -1.15215 0.35
H 0.55945 -0.42456 -2.50096 0.16
H -1.21144 -0.74253 -3.13311 0.18
H -1.43352 1.39790 -2.80801 0.45
```

E_LUMO in eV: 0.8
Highest occupied orbital energy in eV: -8.649
SMILES string: CC(C)CNCO
Total charge: 0
DFT total energy in Eh: -328.23740

---

Molecular formula: C42H102N10O6
Method: DFT, wB97M-V/def2-TZVPD

XYZ file:
```
160
Properties=species:S:1:pos:R:3:mulliken_charge:R:1
C -4.23976 2.50154 -6.45746 -1.28
C -5.23017 3.34406 -5.66733 -0.29
N -4.82538 3.69417 -4.25017 0.04
C -5.80779 4.62547 -3.69363 -0.32
C -5.67244 6.03060 -4.27952 -1.29
C -4.75346 2.45061 -3.43844 0.28
C -3.99826 2.64360 -2.13945 -1.00
H -4.26545 1.44106 -6.20682 0.13
H -3.28085 2.79529 -6.03048 0.38
H -4.35907 2.62621 -7.53371 0.44
H -5.31175 4.27971 -6.22051 0.31
H -6.23261 2.91731 -5.70033 0.37
H -6.78081 4.21064 -3.95674 0.33
H -5.80969 4.56969 -2.60505 0.34
H -5.74603 6.01677 -5.36695 0.31
H -6.49886 6.63670 -3.90838 0.40
H -4.71405 6.52413 -4.11827 0.32
H -4.22788 1.68197 -4.00506 -0.30
H -5.73931 2.04900 -3.20410 0.15
H -3.77837 1.74525 -1.56264 0.17
H -4.60806 3.30072 -1.51943 0.07
H -3.07676 3.22072 -2.21606 0.38
C 1.83195 -4.21584 0.64548 -1.65
C 2.17981 -4.48711 2.14259 0.02
N 1.62887 -5.69752 2.68315 0.09
C 2.31165 -6.06080 3.91775 -0.27
C 1.79446 -7.33631 4.64458 -1.44
C 0.15505 -5.66428 2.77383 -1.37
C -0.56563 -4.46089 3.53851 -0.05
H 0.78564 -3.97093 0.46282 0.21
H 2.00733 -5.18129 0.17089 0.60
H 2.52278 -3.55291 0.12453 0.30
H 3.24839 -4.68664 2.06244 0.31
H 2.00512 -3.63127 2.79460 0.29
H 3.36971 -6.29093 3.79260 0.44
H 2.29637 -5.24335 4.63860 0.31
H 2.48266 -7.63420 5.43561 0.42
H 0.81351 -7.11532 5.06529 0.32
H 1.71855 -8.23942 4.03899 0.33
H -0.18448 -6.61607 3.18239 0.52
H -0.20422 -5.59844 1.74686 0.37
H -1.60420 -4.75017 3.69912 0.30
H -0.46568 -3.50525 3.02384 -0.19
H -0.15575 -4.36484 4.54393 0.28
C -4.80755 -2.08644 -2.11997 -1.54
C -3.26207 -2.15044 -2.01219 0.20
N -2.74534 -2.16940 -3.41144 0.11
C -2.84430 -0.90288 -4.10345 0.07
C -2.25368 -0.91306 -5.49733 -1.69
C -1.36350 -2.70449 -3.40173 -1.62
C -0.29902 -1.81966 -2.70663 0.16
H -5.14250 -2.54886 -3.04846 0.43
H -5.20766 -1.07276 -2.09797 0.27
H -5.30114 -2.66250 -1.33727 0.35
H -2.80088 -1.34939 -1.43450 -0.09
H -2.99278 -3.01336 -1.40312 0.38
H -3.88516 -0.58850 -4.18004 0.61
H -2.35701 -0.16649 -3.46440 0.04
H -2.39542 0.08023 -5.92322 0.35
H -1.16872 -1.00844 -5.54047 0.36
H -2.88808 -1.51313 -6.14966 0.28
H -1.13661 -2.91509 -4.44685 0.51
H -1.42488 -3.75314 -3.11077 0.46
H 0.68960 -2.26165 -2.83069 0.52
H -0.48680 -1.76634 -1.63426 -0.25
H -0.22900 -0.81670 -3.12764 0.14
C 2.46245 0.23251 -3.07341 -0.77
C 3.83699 0.85318 -3.02181 -0.66
N 4.01692 2.22455 -3.50008 0.21
C 3.62136 2.34949 -4.87138 -0.25
C 4.53769 1.46329 -5.71539 -1.34
C 3.29856 3.15237 -2.62738 0.18
C 3.77001 4.61790 -2.83279 -1.30
H 2.51811 -0.67223 -2.46805 0.40
H 2.25916 -0.13867 -4.07791 0.68
H 1.68892 0.90836 -2.70873 0.08
H 4.14777 0.79624 -1.97860 -0.44
H 4.48343 0.10136 -3.47453 0.54
H 3.64305 3.35634 -5.28837 0.40
H 2.58581 2.04074 -5.01428 0.30
H 4.28070 0.40458 -5.68059 0.26
H 5.58939 1.53521 -5.43820 0.30
H 4.37330 1.81633 -6.73345 0.44
H 2.21976 3.00836 -2.56765 0.28
H 3.56247 2.94178 -1.59099 -0.29
H 3.19277 5.21539 -2.12717 0.41
H 4.78740 4.77676 -2.47530 0.28
H 3.71630 4.98318 -3.85836 0.36
C -0.76490 -0.34774 4.65356 0.22
O -1.23750 -1.30019 5.18399 -0.61
N 0.50723 0.08469 4.93746 0.21
C 0.95174 1.31860 4.22647 -0.24
C 1.42582 -0.70751 5.77171 -0.93
H -1.30118 0.33611 3.97758 0.36
H 1.15103 2.17170 4.87502 0.30
H 0.15790 1.70962 3.59006 -0.17
H 1.84751 0.98548 3.70234 0.03
H 2.33491 -0.98396 5.23764 0.17
H 1.76828 -0.00630 6.53271 0.40
H 0.99701 -1.55798 6.30174 0.30
C 4.12137 -0.82520 2.39148 0.31
O 3.51276 -1.43848 1.52499 -0.75
N 5.04590 -1.38909 3.21612 0.33
C 5.92386 -0.54657 4.00786 -1.21
C 5.38802 -2.87374 3.31085 -0.90
H 4.06065 0.26524 2.53098 0.33
H 5.71631 0.51271 3.85637 0.36
H 6.93723 -0.53838 3.60645 0.37
H 5.96657 -0.80420 5.06611 0.34
H 6.43321 -3.11948 3.12296 0.34
H 5.05177 -3.22673 4.28576 0.36
H 4.83108 -3.40102 2.53633 0.14
C -3.48636 -1.92918 2.76651 0.19
O -3.24665 -1.54833 1.63384 -0.58
N -4.06395 -3.13129 3.06394 0.27
C -4.42848 -3.40255 4.43084 -1.03
C -4.35578 -4.25938 2.17182 -0.89
H -3.24185 -1.38670 3.69286 0.14
H -5.50691 -3.29529 4.54754 0.41
H -4.08400 -2.66737 5.15813 0.24
H -4.19474 -4.41931 4.74655 0.36
H -5.44468 -4.21367 2.18897 0.44
H -3.97287 -4.13835 1.15849 0.07
H -4.04466 -5.22263 2.57612 0.33
C -2.36669 3.39966 2.13939 0.33
O -2.15715 2.55589 3.05450 -0.67
N -3.31339 4.37176 2.26738 0.17
C -3.75855 5.08669 1.07960 -1.06
C -4.05109 4.63616 3.52266 -0.91
H -2.01008 3.26810 1.10608 0.10
H -2.88972 5.29332 0.45468 0.36
H -4.33649 5.98303 1.30468 0.31
H -4.49640 4.51728 0.51439 0.41
H -4.38919 5.67044 3.58622 0.30
H -5.00403 4.10702 3.51838 0.35
H -3.49287 4.32979 4.40732 0.28
C -0.98399 0.68362 0.03107 -0.13
O -1.05984 1.71348 -0.63737 -0.79
N 0.16606 0.21183 0.50882 1.22
C 1.48817 0.89088 0.37506 -0.76
C 0.16204 -1.01094 1.27094 -0.54
H -1.83591 0.04741 0.31688 0.65
H 2.04101 1.02295 1.30512 -0.13
H 1.28920 1.86130 -0.07968 0.27
H 2.14999 0.41785 -0.35044 0.10
H 0.55417 -0.98105 2.28753 -0.38
H -0.79794 -1.51830 1.17531 0.07
H 0.91919 -1.64097 0.80415 0.28
C 4.82499 3.35587 1.30084 -0.05
O 3.76787 2.75022 1.37539 -0.48
N 6.02701 2.80485 1.01683 0.32
C 7.28415 3.38766 1.26165 -0.91
C 6.08860 1.40056 0.59667 -0.67
H 4.90936 4.43958 1.47592 0.32
H 7.91766 3.25833 0.38413 0.31
H 7.79624 2.78676 2.01317 0.32
H 7.19286 4.41890 1.60269 0.27
H 6.59248 0.75873 1.31936 0.26
H 5.08279 0.99564 0.48508 -0.20
H 6.62893 1.15624 -0.31791 0.49
```

E_LUMO in eV: 0.4
Highest occupied orbital energy in eV: -7.719
SMILES string: CCN(CC)CC.CCN(CC)CC.CCN(CC)CC.CCN(CC)CC.CN(C)C=O.CN(C)C=O.CN(C)C=O.CN(C)C=O.CN(C)C=O.CN(C)C=O
Total charge: 0
DFT total energy in Eh: -2660.32705

---

Molecular formula: C18H18N4O3
Method: DFT, wB97M-V/def2-TZVPD

XYZ file:
```
43
Properties=species:S:1:pos:R:3:nbo_charge:R:1
O -1.71811 -0.79081 4.54933 -0.54
O 1.16737 0.40368 -3.19436 -0.61
N 2.09754 -4.61151 1.17794 -0.38
N -0.25996 -0.48151 1.33227 -0.42
O -3.79743 2.11665 1.25306 -0.50
C -1.66489 -0.34678 3.40021 0.51
C 0.79946 1.09540 -2.25195 0.70
C 1.18761 -4.45684 2.12634 0.06
C -2.95589 1.08813 1.63667 0.21
C -2.60419 0.77504 2.94216 -0.40
C -0.76687 -1.04873 2.46903 0.04
C 2.28473 -1.50492 -1.21942 -0.29
C -0.37757 -2.36129 2.82062 -0.12
C 2.60835 -2.79645 -0.69067 0.26
C 1.31839 -0.72254 -0.54471 0.22
C 1.95757 -3.39196 0.37912 -0.02
C 0.48905 -3.13317 2.11496 -0.11
C 0.63001 -1.16957 0.68496 0.20
C 1.09235 -2.50759 1.05327 -0.07
N 3.52629 -3.58674 -1.36335 -0.78
N 0.96482 0.61055 -0.92764 -0.64
C -4.07714 2.26271 -0.17307 -0.26
C -0.53077 3.08916 -1.54801 -0.61
C 1.63307 3.37755 -2.64374 -0.59
C 0.37506 2.50710 -2.55124 -0.33
H 0.95669 -5.25815 2.87189 0.20
H -2.58851 0.29221 0.96219 0.19
H -3.17677 1.42889 3.61434 0.23
H 2.79585 -1.12137 -2.14306 0.26
H -0.77575 -2.76636 3.74894 0.24
H 3.86554 -4.44470 -0.85363 0.41
H 4.10291 -3.27713 -2.13301 0.40
H 0.54461 1.19952 -0.17073 0.43
H -3.95246 3.22521 -0.56181 0.20
H -5.02877 1.76769 -0.28137 0.20
H -3.58968 1.47624 -0.72815 0.19
H -1.48742 2.43408 -1.33281 0.21
H -0.86774 4.08071 -1.77148 0.22
H -0.04423 3.28189 -0.58084 0.21
H 2.15937 3.53908 -1.64326 0.21
H 1.46420 4.34731 -3.06638 0.22
H 2.37524 2.84658 -3.22691 0.23
H -0.13194 2.53276 -3.53573 0.24
```

E_LUMO in eV: -1.0
Highest occupied orbital energy in eV: -8.079
SMILES string: CO/C=C/C(=O)c1cc2c3c(c(N)cc(NC(=O)C(C)C)c3n1)N=C2
Total charge: 0
DFT total energy in Eh: -1141.37720

---

Molecular formula: C2H2N4O
Method: DFT, wB97M-V/def2-TZVPD

XYZ file:
```
9
Properties=species:S:1:pos:R:3:nbo_charge:R:1
C 1.79601 1.37035 -0.28164 0.26
C -0.45576 -0.55074 0.04352 0.40
N 2.46078 2.07461 0.33209 -0.42
N 0.16201 -1.69141 0.47504 -0.11
N 0.65098 -0.31862 -0.79279 0.05
N -1.74117 -0.04574 0.00351 -0.81
O 1.36269 -1.27992 -0.12791 -0.21
H -2.53613 -0.49764 0.43364 0.43
H -1.69942 0.93912 -0.08546 0.41
```

E_LUMO in eV: -2.5
Highest occupied orbital energy in eV: -10.186
Total charge: 0
DFT total energy in Eh: -371.38794

---

Molecular formula: C12H15NO4
Method: DFT, wB97M-V/def2-TZVPD

XYZ file:
```
32
Properties=species:S:1:pos:R:3:nbo_charge:R:1
C -3.62306 0.05544 -3.58182 -0.25
O -3.24396 -1.03209 -2.76973 -0.53
C -2.93703 -0.67853 -1.44959 -0.09
C -1.47110 -0.41656 -1.25198 -0.06
C -0.59700 -0.43252 -2.26069 -0.24
C 0.83190 -0.16571 -2.00611 0.49
O 1.60347 0.12517 -2.92006 -0.51
C 1.33656 -0.26534 -0.59907 -0.03
C 2.81953 -0.37004 -0.46373 -0.66
C 0.45870 -0.23119 0.41817 0.01
C 0.84757 -0.24226 1.86474 -0.46
C 1.45218 1.10177 2.27871 -0.51
C 1.66567 1.25622 3.76918 0.69
N 2.27599 0.18265 4.50428 -0.88
O 1.33484 2.28277 4.33931 -0.51
C -0.99325 -0.13639 0.12187 0.49
O -1.79502 0.16545 0.99137 -0.52
H -2.76725 0.59490 -3.98431 0.17
H -4.24929 0.76672 -3.04677 0.17
H -4.19306 -0.32959 -4.41844 0.20
H -3.52597 0.17176 -1.11276 0.20
H -3.20872 -1.52259 -0.81999 0.21
H -0.86518 -0.62145 -3.28400 0.24
H 3.25045 0.61397 -0.31363 0.23
H 3.06929 -0.96647 0.40812 0.21
H 3.25096 -0.83196 -1.33790 0.25
H 1.51378 -1.07788 2.05926 0.22
H -0.04429 -0.40541 2.45935 0.24
H 0.78440 1.89206 1.96167 0.24
H 2.40603 1.27995 1.78934 0.22
H 1.59181 -0.53661 4.69908 0.38
H 3.02106 -0.22624 3.95617 0.36
```

E_LUMO in eV: -1.4
Highest occupied orbital energy in eV: -9.927
SMILES string: COCC1=CC(=O)C(C)=C(CCC(N)=O)C1=O
Total charge: 0
DFT total energy in Eh: -821.93788